Entry 1:
Density functional theory data (wB97M-V/def2-TZVPD) for a structure of composition C35H68AsLaN3OSbSi2.

Values from the calculation:
- Orbital gap: 7.610 eV
- F_max: 3.18 eV/Å
- E_HOMO: -0.470 Ha
- Relative energy (zero: lowest compared OMol25 entry of this formula, charge and spin): 19.2 kcal per mole

```
! wB97M-V def2-TZVPD RIJCOSX def2/J DEFGRID3
* xyz 2 1
La 4.34212 -21.96077 -1.05984
C 9.08778 -22.52302 0.12224
C 7.60168 -22.89151 0.21016
O 6.81695 -22.29824 -0.53618
N 7.16449 -23.89171 0.98270
C 5.76812 -24.18901 1.20945
C 5.29753 -25.14684 0.12691
C 5.14152 -26.49809 0.34884
C 4.69123 -27.32973 -0.63109
C 4.56560 -26.80085 -1.89322
C 4.60378 -25.44138 -2.05025
N 4.91190 -24.59908 -1.05919
H 9.24045 -21.86322 -0.71258
H 9.74753 -23.36843 0.02194
H 9.48728 -22.14212 1.07018
H 7.83991 -24.35778 1.53795
H 5.25280 -23.20781 1.35716
H 5.63135 -24.67480 2.15119
H 5.26615 -27.01166 1.28741
H 4.59833 -28.40257 -0.47224
H 4.34984 -27.53707 -2.66428
H 4.44848 -25.03828 -3.05173
C 0.82674 -22.19415 3.25553
Si 2.44106 -22.42785 2.29578
C 2.66554 -24.25982 2.19289
C 3.95653 -21.73674 3.16786
C 2.38696 -21.81680 0.46527
C 1.66993 -22.74743 -0.48608
C 0.45114 -23.37204 -0.16671
C -0.17165 -24.05369 -1.20085
C 0.35580 -24.06989 -2.51151
C 1.50438 -23.40757 -2.74182
N 2.12672 -22.80374 -1.74315
Si 1.75631 -20.13553 0.21919
C -0.03510 -20.05321 -0.38357
C 2.68929 -19.46947 -1.36914
C 2.04772 -18.97252 1.69283
H 0.85057 -22.90621 4.07087
H -0.11677 -22.01845 2.66122
H 0.87031 -21.27599 3.81988
H 3.09592 -24.54525 1.22251
H 1.73415 -24.83958 2.25694
H 3.38271 -24.45466 3.04337
H 4.79392 -22.10479 2.64256
H 3.97532 -22.07932 4.21953
H 4.00854 -20.66968 3.13407
H 0.02687 -23.38626 0.78268
H -1.11712 -24.53575 -0.88878
H -0.26324 -24.61214 -3.27621
H 1.90305 -23.34857 -3.76424
H -0.72991 -20.62353 0.20161
H -0.13405 -20.37660 -1.41967
H -0.17353 -19.00339 -0.39060
H 2.39480 -20.12481 -2.20664
H 3.75733 -19.38378 -1.26214
H 2.39518 -18.42124 -1.67113
H 2.01856 -17.91759 1.40572
H 3.00564 -19.07020 2.15191
H 1.25890 -19.00427 2.46414
C 5.85948 -17.82913 -4.25726
C 5.14206 -18.97169 -5.07611
C 3.59494 -18.79251 -4.86187
C 5.47655 -18.65326 -6.53948
Sb 5.71396 -20.94901 -4.28919
C 5.18876 -22.24541 -6.00905
C 3.78478 -21.86217 -6.49088
C 5.15656 -23.70151 -5.57562
C 6.19697 -22.16100 -7.22466
C 7.94566 -20.85206 -4.36849
C 8.39729 -22.28240 -4.11662
C 8.38654 -19.99327 -3.18416
C 8.50301 -20.18652 -5.59904
H 5.43639 -16.82179 -4.60361
H 6.91330 -17.77104 -4.42469
H 5.72211 -17.90121 -3.18006
H 3.34430 -17.80229 -5.15542
H 3.21964 -18.85515 -3.82284
H 2.98465 -19.53498 -5.37525
H 5.08096 -17.66062 -6.79081
H 5.04174 -19.35809 -7.20537
H 6.54532 -18.64027 -6.68399
H 3.00270 -22.09194 -5.76132
H 3.50798 -22.46385 -7.34929
H 3.68290 -20.86019 -6.81509
H 4.42405 -23.86224 -4.82427
H 6.10574 -24.08772 -5.19660
H 4.94369 -24.31011 -6.47089
H 6.31665 -21.09921 -7.62693
H 5.71929 -22.73746 -7.98630
H 7.11487 -22.69589 -6.99399
H 7.90823 -22.79620 -3.22420
H 9.50706 -22.19294 -3.97663
H 8.16634 -22.97180 -4.91655
H 8.24753 -20.61064 -2.26866
H 7.85301 -19.05000 -3.15248
H 9.43096 -19.82190 -3.29529
H 7.98218 -20.54677 -6.52327
H 9.57408 -20.35110 -5.69391
H 8.39040 -19.11282 -5.61046
C 4.75174 -17.37097 -0.09597
As 5.60370 -18.97982 0.70831
C 5.64043 -18.28456 2.57470
C 7.40910 -18.67664 0.16687
H 5.03854 -16.48601 0.43471
H 3.69240 -17.55801 0.01405
H 4.92189 -17.20568 -1.15282
H 5.91964 -17.22089 2.57335
H 6.24560 -18.90421 3.19613
H 4.57193 -18.39136 3.01733
H 7.63584 -17.57471 0.32816
H 7.42214 -18.85677 -0.89757
H 8.10133 -19.31531 0.67071
*
```

Entry 2:
Density functional theory data (wB97M-V/def2-TZVPD) for a structure of composition C22H8Br2Cl5N2NiOS2.

Values from the calculation:
- Orbital gap (alpha / beta): 7.306 / 7.307 eV
- F_max: 0.54 eV/Å
- E_HOMO (alpha / beta): -0.179 / -0.179 Ha
- Relative energy (zero: lowest compared OMol25 entry of this formula, charge and spin): 0.0 kcal per mole

```
! wB97M-V def2-TZVPD RIJCOSX def2/J DEFGRID3
* xyz -1 1
Ni 0.74745 -0.87233 -0.49099
Br 5.27522 -0.09061 1.27032
C 4.17271 1.13562 0.34213
C 4.64124 2.44035 0.13982
C 3.88612 3.36535 -0.52094
Br 4.57826 5.12148 -0.76342
C 2.60612 3.02566 -1.02023
C 1.74069 3.89463 -1.72050
C 0.52974 3.44036 -2.16280
C 0.16380 2.10712 -1.90221
N 0.93960 1.28816 -1.24546
C 2.14465 1.70711 -0.80770
C 2.92888 0.70488 -0.10721
O 2.49201 -0.49282 0.06309
H 5.61800 2.70732 0.51919
H 2.05059 4.91511 -1.90209
H -0.14472 4.08961 -2.70530
H -0.79295 1.71269 -2.23034
Cl -0.71525 1.60993 1.47532
C -0.34824 0.05093 2.16109
C 0.18130 -0.94138 1.34873
C 0.39452 -2.17580 1.97630
Cl 1.02595 -3.47901 1.02455
C 0.11668 -2.41169 3.31794
Cl 0.40373 -3.95722 4.02969
C -0.40211 -1.37903 4.09560
Cl -0.75051 -1.64093 5.76695
C -0.63904 -0.14089 3.51442
Cl -1.29356 1.13780 4.47473
S 1.16594 -1.70867 -2.84275
C -0.46605 -1.86283 -2.45742
N -0.88901 -1.41642 -1.29104
C -2.23216 -1.64738 -1.06261
C -2.95922 -1.29295 0.07140
C -4.30858 -1.59423 0.12000
C -4.94472 -2.23380 -0.94438
C -4.23308 -2.58147 -2.08084
C -2.87857 -2.28617 -2.13196
S -1.73909 -2.59390 -3.41671
H -2.46268 -0.79366 0.89061
H -4.87909 -1.32681 1.00030
H -6.00148 -2.46001 -0.88424
H -4.72309 -3.07411 -2.91105
*
```

Entry 3:
Density functional theory data (wB97M-V/def2-TZVPD) for the molecule C3H5F2NO.

Values from the calculation:
- SMILES string: C[C@@H](N=O)C(F)F
- Orbital gap (alpha / beta): 8.848 / 8.848 eV
- F_max: 6.09 eV/Å
- E_HOMO (alpha / beta): -0.331 / -0.331 Ha
- Relative energy (zero: lowest compared OMol25 entry of this formula, charge and spin): 82.6 kcal per mole

```
! wB97M-V def2-TZVPD RIJCOSX def2/J DEFGRID3
* xyz 0 1
C -0.72911 -1.10735 -0.13686
C 0.40878 -0.24922 0.46192
C -0.14953 1.32427 0.14802
N 1.62106 -0.63640 -0.23688
O 1.82452 -0.33974 -1.38825
F 0.07482 1.79591 -1.08493
F 0.63344 2.02870 1.08815
H -0.45149 -2.13962 -0.15320
H -1.01441 -0.64243 -1.14823
H -1.62072 -1.04103 0.47415
H 0.56716 -0.35432 1.48150
H -1.16452 1.36123 0.49463
*
```